# 1
C10H16CuN5S2 as an isolated structure in a non-equilibrium geometry. Source: OMol25; level of theory: ωB97M-V/def2-TZVPD.

Structure (XYZ):
```
34
C10H16CuN5S2, DFT ωB97M-V/def2-TZVPD
Cu -6.91 -6.93 8.80
S -4.78 -7.60 9.60
C -4.98 -9.31 9.51
C -3.90 -10.07 10.07
N -3.03 -10.65 10.55
C -6.07 -9.91 8.90
S -7.45 -9.05 8.20
C -6.06 -11.33 8.86
N -6.04 -12.47 8.83
N -3.42 -5.01 10.25
C -4.75 -4.54 9.71
C -5.74 -4.25 10.82
C -7.17 -4.09 10.21
N -7.79 -5.39 9.93
C -7.16 -3.26 8.94
C -6.08 -3.50 7.92
N -6.30 -4.77 7.23
C -4.67 -3.54 8.60
H -3.61 -6.04 10.51
H -3.08 -4.47 11.06
H -2.71 -5.04 9.53
H -5.12 -5.46 9.26
H -5.53 -3.35 11.38
H -5.73 -5.08 11.55
H -7.79 -3.58 10.98
H -8.70 -5.29 9.47
H -7.96 -5.89 10.80
H -7.14 -2.18 9.21
H -8.14 -3.39 8.44
H -6.08 -2.64 7.26
H -5.48 -5.18 6.81
H -7.00 -4.69 6.50
H -4.38 -2.56 8.92
H -3.95 -3.87 7.88
```

For the energy above the lowest of the compared OMol25 structures with the same formula, charge and spin, the calculation gives 0.53 kcal/mol.

=====

# 2
One molecule with the formula C10H16I2 in a non-equilibrium geometry. Source: OMol25; level of theory: ωB97M-V/def2-TZVPD.

Structure (XYZ):
```
28
C10H16I2, DFT ωB97M-V/def2-TZVPD
C 1.81 0.69 0.59
C 0.42 0.58 0.99
C -0.54 1.57 0.35
C -0.56 1.39 -1.15
C -1.23 0.05 -1.44
C -0.41 -0.89 -2.34
C -1.49 -0.45 -0.03
I -2.94 -2.07 -0.06
C -0.17 -0.82 0.66
C -0.27 -1.61 1.91
C -1.89 0.78 0.72
I -3.76 1.60 0.15
H 2.43 1.50 0.99
H 1.87 0.54 -0.46
H 2.34 -0.25 0.97
H 0.49 0.70 2.14
H -0.55 2.55 0.79
H -1.17 2.25 -1.45
H 0.44 1.46 -1.57
H -2.19 0.17 -2.01
H 0.42 -1.31 -1.80
H -0.12 -0.12 -3.20
H -1.22 -1.48 -2.88
H 0.51 -1.51 0.07
H -1.13 -1.29 2.45
H 0.53 -1.51 2.51
H -0.34 -2.64 1.67
H -1.93 0.71 1.79
```

For the energy above the lowest of the compared OMol25 structures with the same formula, charge and spin, the calculation gives 0.00 kcal/mol. As for the structure (SMILES): C[C@H]1[C@H]2C[C@@H](C)[C@@](I)([C@@H]1C)[C@@H]2I.

=====

# 3
C10H16INO4PTm as an isolated structure in a non-equilibrium geometry. Source: OMol25; level of theory: ωB97M-V/def2-TZVPD.

Structure (XYZ):
```
34
C10H16INO4PTm, DFT ωB97M-V/def2-TZVPD
C 1.89 0.92 -2.33
C 1.13 1.04 -1.39
C 0.08 1.22 -0.32
C 0.88 1.33 1.02
C 2.05 0.26 1.13
O 3.33 0.83 0.82
C -0.38 2.72 -0.67
O -0.41 3.60 0.17
O -0.66 2.93 -1.90
N -1.07 0.36 -0.38
C -1.80 0.06 0.82
I -2.55 1.84 1.87
C -1.17 -1.02 1.81
C -2.04 -2.32 1.85
P -1.20 -0.99 -1.50
C 0.26 -2.17 -1.32
O -1.01 -0.49 -3.09
H 2.35 1.07 -3.36
H 0.28 1.21 1.94
H 1.41 2.31 1.13
H 2.10 -0.04 2.21
H 1.81 -0.67 0.58
H 3.73 0.20 0.20
H -2.74 -0.44 0.48
H -1.12 -0.55 2.82
H -0.13 -1.29 1.54
H -3.13 -2.07 1.79
H -1.79 -2.95 2.72
H -1.81 -2.89 0.92
H 0.00 -3.06 -1.95
H 1.20 -1.76 -1.74
H 0.36 -2.55 -0.28
H -1.81 0.03 -3.33
Tm 1.93 3.32 -2.25
```

The net charge is +2. As for the spin multiplicity: 3. The calculation puts the electronic energy at -67206.7662 eV.

=====

# 4
An isolated ion of composition C10H16N2OP and charge +1 in a non-equilibrium geometry. Source: OMol25; level of theory: ωB97M-V/def2-TZVPD.

Structure (XYZ):
```
30
C10H16N2OP, DFT ωB97M-V/def2-TZVPD
C -2.44 -2.29 1.01
C -1.10 -2.19 1.20
C -3.06 -1.45 0.09
C -0.43 -1.00 0.81
C -2.35 -0.45 -0.43
C -1.06 -0.05 -0.04
C 2.49 1.06 0.84
C 2.60 0.12 -0.39
C 0.65 2.32 1.84
C 1.50 -0.24 -2.56
N 1.04 1.45 0.81
N 1.49 0.40 -1.26
O -3.31 0.46 -1.18
P 0.28 1.40 -0.68
H -2.97 -3.14 1.47
H -0.66 -2.84 1.96
H -4.07 -1.77 -0.17
H 0.54 -0.85 1.11
H -3.94 0.21 -1.93
H 2.60 0.33 1.68
H 3.15 1.98 0.81
H 3.43 0.09 -1.08
H 2.46 -0.92 0.00
H -0.52 2.53 1.76
H 0.90 1.70 2.78
H 1.01 3.29 1.68
H 0.41 -0.51 -2.83
H 2.04 0.48 -3.23
H 2.15 -1.22 -2.43
H -2.83 1.11 -1.64
```

For the energy above the lowest of the compared OMol25 structures with the same formula, charge and spin, the calculation gives 78.37 kcal/mol. The net charge is +1.

=====

# 5
C10H16N2PTi as an isolated structure in a non-equilibrium geometry. Source: OMol25; level of theory: ωB97M-V/def2-TZVPD.

Structure (XYZ):
```
30
C10H16N2PTi, DFT ωB97M-V/def2-TZVPD
C -0.21 2.44 -2.38
C -0.78 3.60 -1.80
C -1.99 3.18 -1.17
C -2.39 1.92 -1.64
C -1.23 1.36 -2.30
Ti 0.96 -0.84 -0.80
P 3.24 0.24 -1.09
H 0.80 2.30 -2.78
H -0.31 4.57 -1.72
H -2.65 3.85 -0.63
H -1.10 0.29 -2.63
H -3.34 1.42 -1.51
H 4.10 0.44 0.04
H 3.41 1.48 -1.73
H 4.13 -0.53 -1.88
C 0.65 -4.10 1.83
C 0.34 -2.70 1.39
C -0.24 -1.66 2.13
C -0.43 -0.37 1.49
N 0.07 0.01 0.34
N 0.64 -2.53 0.07
C -1.18 0.78 2.06
H 1.23 -4.21 2.76
H -0.29 -4.66 1.94
H 1.22 -4.59 1.02
H -0.68 -1.84 3.12
H 0.09 -3.13 -0.57
H -2.24 0.54 2.21
H -0.70 1.16 2.96
H -1.11 1.55 1.27
```

The net charge is -1. As for the spin multiplicity: 3. The calculation puts the electronic energy at -46009.2331 eV.

=====

# 6
C10H16N3O as an isolated structure in a non-equilibrium geometry. Source: OMol25; level of theory: ωB97M-V/def2-TZVPD.

Structure (XYZ):
```
30
C10H16N3O, DFT ωB97M-V/def2-TZVPD
C 0.01 -2.23 0.20
C -0.45 2.16 0.32
C -1.21 -1.41 0.01
C -0.88 -0.03 -0.04
C 1.79 -0.78 -0.01
C 0.38 0.35 -0.76
C -2.43 -2.16 0.26
C 0.52 0.07 -2.21
C -2.66 1.41 1.03
C 3.53 0.59 0.91
N 1.21 -1.94 0.27
N -1.31 1.18 0.50
N 0.56 1.77 -0.45
O 2.37 -0.27 1.11
H -0.29 -3.30 0.21
H -0.65 3.16 0.71
H 2.45 -0.91 -0.79
H -2.41 -3.07 -0.27
H -3.33 -1.58 -0.04
H -2.60 -2.41 1.26
H 0.58 -0.95 -2.24
H 1.36 0.54 -2.61
H -0.50 0.35 -2.70
H -3.31 0.76 0.43
H -2.50 1.17 2.11
H -2.96 2.43 0.96
H 3.52 1.39 1.68
H 3.44 1.12 -0.05
H 4.50 0.23 0.99
H 1.30 2.39 -0.79
```

For the energy above the lowest of the compared OMol25 structures with the same formula, charge and spin, the calculation gives 67.32 kcal/mol. The net charge is +1.